Version a
# C2HNO3

A single C2HNO3 molecule (the ωB97M-V functional and the def2-TZVPD basis, OMol25).

Each atom is followed by the atoms it is bonded to, with distances in Å.
Cartesian coordinates (Å):
1 O -0.35 -1.43 0.05  C2 1.218
2 C -0.79 -0.29 0.03  O1 1.218, C3 1.429, H7 1.118
3 C 0.07 0.84 -0.01  C2 1.429, O4 1.186, N5 1.565
4 O -0.14 2.01 -0.04  C3 1.186
5 N 1.47 0.15 0.12  C3 1.565, O6 1.179
6 O 1.64 -0.99 -0.12  N5 1.179
7 H -1.91 -0.29 -0.03  C2 1.118

As for the SMILES: O=CC(=O)N=O. The calculation puts the HOMO-LUMO gap (alpha / beta) at 7.43 / 7.18 eV. As for the HOMO energy (alpha / beta): -8.945 / -9.045 eV.

Löwdin charges in e: atom 1 (O): 0.06, atom 2 (C): -0.15, atom 3 (C): -0.37, atom 4 (O): 0.15, atom 5 (N): 0.08, atom 6 (O): 0.07, atom 7 (H): 0.16



Version b
# C2HNO3

2 unconnected molecules or ions with the total composition C2HNO3 (the ωB97M-V functional and the def2-TZVPD basis, OMol25).

Each atom is followed by the atoms it is bonded to, with distances in Å.
Cartesian coordinates (Å):
1 O 4.06 0.29 -0.13  C2 1.163
2 C 2.92 0.09 -0.17  O1 1.163, O3 1.120
3 O 1.81 -0.09 -0.27  C2 1.120
4 N -3.70 -0.69 -0.31  C5 1.176
5 C -2.65 -0.24 0.01  N4 1.176, O6 1.279
6 O -1.61 0.48 0.12  C5 1.279, H7 1.036
7 H -0.83 0.16 0.73  O6 1.036

As for the SMILES: O=C=O.N#CO. The calculation puts the HOMO-LUMO gap at 10.90 eV. As for the HOMO energy: -11.054 eV.

Löwdin charges in e: atom 1 (O): 0.21, atom 2 (C): -0.44, atom 3 (O): 0.24, atom 4 (N): 0.13, atom 5 (C): -0.41, atom 6 (O): 0.08, atom 7 (H): 0.18



Top of the stability list: version b, leading by 4.576 eV.



Version a
# C2H6N6

A single C2H6N6 molecule (the ωB97M-V functional and the def2-TZVPD basis, OMol25).

Each atom is followed by the atoms it is bonded to, with distances in Å.
Cartesian coordinates (Å):
1 H -2.28 0.29 -0.26  N2 1.012
2 N -2.03 1.06 -0.87  H1 1.012, C3 1.276
3 C -0.78 1.29 -0.92  N2 1.276, N4 1.360, N5 1.466
4 N -0.27 2.26 -1.73  C3 1.360, H11 1.014, H12 1.001
5 N 0.15 0.91 0.15  C3 1.466, N6 1.245
6 N 0.19 -0.31 -0.09  N5 1.245, C7 1.405
7 C 0.88 -1.26 0.69  N6 1.405, N8 1.383, N9 1.259
8 N 0.28 -1.48 1.91  C7 1.383, H13 1.012, H14 0.999
9 N 1.90 -1.81 0.19  C7 1.259, H10 1.017
10 H 2.29 -2.53 0.78  N9 1.017
11 H 0.73 2.25 -1.92  N4 1.014
12 H -0.91 2.68 -2.36  N4 1.001
13 H -0.60 -0.99 2.08  N8 1.012
14 H 0.44 -2.36 2.35  N8 0.999

As for the SMILES: [H]\N=C(N)/N=N/C(N)=N/[H]. The calculation puts the HOMO-LUMO gap at 9.29 eV. As for the HOMO energy: -9.289 eV.

Löwdin charges in e: atom 1 (H): 0.03, atom 2 (N): 0.12, atom 3 (C): -0.58, atom 4 (N): 0.13, atom 5 (N): 0.15, atom 6 (N): 0.04, atom 7 (C): -0.57, atom 8 (N): 0.14, atom 9 (N): 0.12, atom 10 (H): 0.04, atom 11 (H): 0.10, atom 12 (H): 0.09, atom 13 (H): 0.09, atom 14 (H): 0.09



Version b
# C2H6N6

A single C2H6N6 molecule (the ωB97M-V functional and the def2-TZVPD basis, OMol25).

Each atom is followed by the atoms it is bonded to, with distances in Å.
Cartesian coordinates (Å):
1 N 1.08 2.81 0.24  N2 1.347, H9 1.102, H10 1.228
2 N 0.28 2.03 -0.52  N1 1.347, C3 1.369
3 C 0.54 0.69 -0.59  N2 1.369, N4 1.485, N8 1.401
4 N 1.09 0.01 0.61  C3 1.485, C5 1.435
5 C 0.25 -1.01 1.17  N4 1.435, N6 1.570, H11 1.086
6 N -0.83 -1.12 0.04  C5 1.570, N7 1.455, N8 1.456
7 N -0.89 -2.49 -0.45  N6 1.455, H12 0.968, H13 1.103
8 N -0.42 -0.23 -1.04  C3 1.401, N6 1.456, H14 1.138
9 H 0.39 3.54 0.69  N1 1.102
10 H 1.47 2.05 1.12  N1 1.228
11 H 0.30 -1.65 2.04  C5 1.086
12 H -0.22 -2.56 -1.14  N7 0.968
13 H -1.81 -2.63 -1.04  N7 1.103
14 H -1.25 0.55 -1.14  N8 1.138

As for the SMILES: N/N=c1\ncn(N)[nH]1. The calculation puts the HOMO-LUMO gap at 7.78 eV. As for the HOMO energy: -7.958 eV.

Löwdin charges in e: atom 1 (N): -0.08, atom 2 (N): -0.09, atom 3 (C): -0.38, atom 4 (N): 0.03, atom 5 (C): 0.05, atom 6 (N): -0.21, atom 7 (N): 0.00, atom 8 (N): -0.02, atom 9 (H): 0.12, atom 10 (H): 0.15, atom 11 (H): 0.10, atom 12 (H): 0.02, atom 13 (H): 0.12, atom 14 (H): 0.17



Version c
# C2H6N6

A single C2H6N6 molecule (the ωB97M-V functional and the def2-TZVPD basis, OMol25).

Each atom is followed by the atoms it is bonded to, with distances in Å.
Cartesian coordinates (Å):
1 N 0.44 2.18 -1.40  N2 1.453, H9 1.024, H10 1.000
2 N 0.88 1.56 -0.16  N1 1.453, C3 1.280
3 C 0.29 0.44 0.03  N2 1.280, N4 1.380, N8 1.400
4 N -0.59 -0.15 -0.84  C3 1.380, N5 1.380, H11 1.009
5 N -0.87 -1.50 -0.79  N4 1.380, C6 1.278
6 C -0.71 -2.04 0.36  N5 1.278, N7 1.344, H12 1.118
7 N -0.25 -1.36 1.43  C6 1.344, N8 1.384, H13 1.060
8 N 0.53 -0.23 1.24  C3 1.400, N7 1.384, H14 1.011
9 H 1.32 2.50 -1.82  N1 1.024
10 H -0.12 2.97 -1.17  N1 1.000
11 H -0.63 0.38 -1.70  N4 1.009
12 H -0.90 -3.11 0.63  C6 1.118
13 H 0.17 -2.02 2.15  N7 1.060
14 H 0.44 0.38 2.03  N8 1.011

As for the SMILES: N/N=C1\NN=CNN1. The calculation puts the HOMO-LUMO gap at 8.77 eV. As for the HOMO energy: -7.957 eV.

Löwdin charges in e: atom 1 (N): -0.04, atom 2 (N): -0.01, atom 3 (C): -0.42, atom 4 (N): 0.02, atom 5 (N): 0.03, atom 6 (C): -0.25, atom 7 (N): -0.04, atom 8 (N): 0.04, atom 9 (H): 0.08, atom 10 (H): 0.06, atom 11 (H): 0.11, atom 12 (H): 0.13, atom 13 (H): 0.16, atom 14 (H): 0.13



Top of the stability list: version a, leading by 1.101 eV.